Record 1
{"formula": "C6H18ClMnO6", "method": "the ωB97M-V functional and the def2-TZVPD basis", "species": ["Mn", "Cl", "O", "O", "O", "O", "O", "O", "C", "C", "C", "C", "C", "C", "H", "H", "H", "H", "H", "H", "H", "H", "H", "H", "H", "H", "H", "H", "H", "H", "H", "H"], "coordinates": [[-3.63506, -0.15284, -0.30480], [-1.38764, 0.27232, -0.64576], [-1.09725, 3.48523, -1.19896], [3.19214, -2.92009, -0.09548], [0.62896, -2.31831, -1.33774], [1.73275, 1.06592, 3.16446], [-2.98697, 2.32804, -3.45769], [-0.64088, 0.04905, 4.51019], [-0.92546, 3.34167, -2.62263], [0.81376, 0.11287, 2.60819], [-2.26814, 3.55222, -3.31237], [0.20853, -0.74783, 3.68140], [2.10263, -3.83747, -0.24390], [0.79528, -3.10493, -0.14498], [0.79615, -2.41842, 0.70537], [-0.68558, 2.28709, -2.78914], [-0.14527, 4.02619, -2.94228], [-0.13231, 0.83537, 4.74501], [2.61222, 0.77523, 2.91466], [-2.44054, 1.74646, -3.99768], [2.15908, -4.32657, -1.22521], [1.41201, -0.36744, 1.82003], [-1.08162, 2.57829, -0.89277], [-2.87150, 4.20687, -2.68264], [3.14222, -2.31692, -0.84557], [-2.17984, 4.12708, -4.23987], [-0.00421, -3.85446, -0.07244], [0.05669, 0.58546, 1.96926], [-0.05758, -1.68577, -1.10975], [-0.39912, -1.53386, 3.22900], [2.30833, -4.62456, 0.47839], [0.97824, -1.16591, 4.33571]], "lowdin_spin": [4.87, 0.12, 0.00, 0.00, 0.00, 0.00, 0.00, 0.00, 0.00, 0.00, 0.00, 0.00, 0.00, 0.00, 0.00, 0.00, 0.00, 0.00, 0.00, 0.00, 0.00, 0.00, 0.00, 0.00, 0.00, 0.00, 0.00, 0.00, 0.00, 0.00, 0.00, 0.00], "e_tot_ev": -62630.95669, "homo_lumo_gap_ev": [4.4, 4.3], "homo_ha": [-0.4603, -0.4603], "lumo_ha": [-0.30036, -0.30098], "e_above_lowest_kcal_mol": 29.0, "multiplicity": 6, "total_charge": 1, "s2": 8.76}


Record 2
{"formula": "C4H10N2S2", "method": "the ωB97M-V functional and the def2-TZVPD basis", "species": ["S", "S", "N", "N", "C", "C", "C", "C", "H", "H", "H", "H", "H", "H", "H", "H", "H", "H"], "coordinates": [[1.44779, -0.11061, -1.36380], [0.48582, 1.94176, 0.70358], [-0.84991, 1.35281, -0.00456], [-2.05484, -0.42135, 0.33089], [-2.30399, -1.92613, 0.50728], [-0.82659, -0.00146, -0.05258], [0.32745, -1.05347, -0.24286], [1.42062, -1.33722, 0.81890], [1.06483, -2.12555, 1.63623], [0.00066, -2.00086, -0.62598], [-1.74215, 1.50018, 0.43636], [-2.59755, -2.37819, -0.52641], [0.75912, 2.99224, -0.30431], [1.75761, -0.55060, 1.42809], [1.15416, -0.83090, -2.83442], [-3.26990, -2.02710, 1.33859], [-1.51088, -2.45167, 1.13647], [2.07454, -2.03645, 0.41009]], "lowdin_charge": [0.64, 0.73, -0.45, -0.03, -0.16, -0.51, -0.60, -0.21, 0.11, 0.09, 0.08, 0.09, -0.04, 0.03, 0.01, 0.12, 0.06, 0.04], "e_tot_ev": -28956.17410, "homo_lumo_gap_ev": 9.0, "homo_ha": -0.3176, "lumo_ha": 0.01330, "smiles": "C/N=C(/NS)[C@H](C)S", "e_above_lowest_kcal_mol": 111.4, "total_charge": 0}


Record 3
{"formula": "C27H31N3O3", "method": "the ωB97M-V functional and the def2-TZVPD basis", "species": ["O", "O", "O", "N", "N", "N", "C", "C", "C", "C", "C", "C", "C", "C", "C", "C", "C", "C", "C", "C", "C", "C", "C", "C", "C", "C", "C", "C", "C", "C", "C", "C", "C", "H", "H", "H", "H", "H", "H", "H", "H", "H", "H", "H", "H", "H", "H", "H", "H", "H", "H", "H", "H", "H", "H", "H", "H", "H", "H", "H", "H", "H", "H", "H"], "coordinates": [[1.71069, 3.65056, -0.49320], [6.18547, -2.20053, -0.99768], [-1.06835, -1.45098, 3.13508], [-1.99494, -1.98986, 1.14260], [-3.40339, -0.64666, -0.83125], [4.14839, -2.85122, -0.30299], [1.16288, 2.37583, 1.52456], [5.31608, 0.47910, 0.11124], [-1.50303, 2.92880, 0.99069], [0.37935, -2.17232, 1.39108], [2.89966, -2.64885, 0.29713], [-4.53754, -1.31485, -1.45134], [-4.16988, -1.99846, -2.76363], [0.54525, -3.13790, 0.40322], [-1.16462, 2.18664, 2.11171], [0.16562, 1.91526, 2.36898], [-3.76175, 1.64012, -1.86103], [-3.65621, -0.31169, 0.56293], [3.39001, -0.13211, -1.18720], [4.57778, -0.48989, -0.55798], [-2.83548, 0.44760, -1.60024], [1.49912, -1.50124, 1.87212], [1.79571, -3.38173, -0.13175], [-3.31964, -1.51359, 1.45730], [-0.94695, -1.82848, 1.98482], [2.92413, 1.16471, -1.10411], [4.83352, 1.77016, 0.21320], [0.82386, 3.12601, 0.40458], [3.09155, 3.52474, -0.24554], [2.74661, -1.72997, 1.33341], [3.62520, 2.11860, -0.37856], [-0.51996, 3.39348, 0.14157], [5.07107, -1.89615, -0.63070], [3.34491, 3.93134, 0.74400], [-5.38293, -0.62647, -1.61784], [-4.58839, 1.36077, -2.50972], [0.42985, 1.33918, 3.24239], [2.00104, 1.44020, -1.59162], [-2.53758, 3.15776, 0.78023], [3.56128, 4.16304, -1.00362], [-1.95161, 0.79484, -1.05583], [-3.27406, -2.60045, -2.63348], [3.60818, -1.20439, 1.71393], [-2.49320, 0.04156, -2.55482], [-4.69622, -0.00016, 0.74252], [2.19298, 2.14223, 1.74502], [-4.98415, -2.64800, -3.07525], [-4.16705, 2.02177, -0.92693], [1.92116, -4.13179, -0.89955], [-3.99286, -1.27575, -3.55543], [6.25450, 0.20495, 0.56936], [-1.82794, -2.07988, 0.15061], [1.36894, -0.79724, 2.67814], [-4.87647, -2.08019, -0.74879], [-0.29881, -3.71740, 0.05931], [-2.99547, 0.50998, 0.84414], [4.40627, -3.80154, -0.53834], [-1.92666, 1.82205, 2.78318], [-3.20147, 2.43542, -2.34500], [-3.32961, -1.22398, 2.50953], [2.83101, -0.86712, -1.74712], [5.39531, 2.51387, 0.76015], [-0.76477, 3.97696, -0.73238], [-4.03636, -2.32664, 1.30420]], "lowdin_charge": [-0.05, 0.09, 0.06, 0.07, -0.20, 0.14, -0.01, -0.01, -0.10, -0.13, -0.26, -0.26, -0.08, -0.02, -0.10, -0.08, -0.08, -0.18, -0.01, -0.17, -0.24, 0.00, -0.01, -0.15, -0.45, 0.00, -0.02, -0.27, -0.15, 0.00, -0.21, -0.01, -0.44, 0.14, 0.11, 0.06, 0.10, 0.12, 0.10, 0.14, 0.11, 0.07, 0.12, 0.11, 0.13, 0.11, 0.07, 0.06, 0.11, 0.06, 0.12, 0.12, 0.11, 0.11, 0.11, 0.10, 0.16, 0.10, 0.07, 0.12, 0.13, 0.12, 0.12, 0.11], "e_tot_ev": -39116.05189, "homo_lumo_gap_ev": 9.2, "homo_ha": -0.3194, "lumo_ha": 0.02008, "smiles": "CCN(CC)CCNC(=O)c1ccc(NC(=O)c2ccc(COc3ccccc3)cc2)cc1", "e_above_lowest_kcal_mol": 43.7, "total_charge": 0}


Record 4
{"formula": "C4H13N4O", "method": "the ωB97M-V functional and the def2-TZVPD basis", "species": ["O", "N", "N", "N", "N", "C", "C", "C", "C", "H", "H", "H", "H", "H", "H", "H", "H", "H", "H", "H", "H", "H"], "coordinates": [[-0.84663, -1.07813, -0.49171], [-1.06722, -2.80411, -1.91655], [0.43520, 0.01062, 1.48984], [1.51201, 2.07716, 1.45505], [1.27397, 0.69545, -0.58604], [-3.10331, -1.87452, -0.89396], [1.08296, 0.94559, 0.72169], [-1.62261, -1.88708, -1.01406], [2.31005, 3.10874, 1.02988], [-3.41176, -1.04180, -0.34711], [1.07183, -0.23246, -0.91340], [3.22342, 3.25385, 1.53860], [-1.52981, -3.63166, -2.15932], [0.37332, 0.05357, 2.62043], [1.50938, 1.47411, -1.23693], [-0.25508, -0.83839, 1.18794], [1.85544, 4.10629, 1.36025], [1.62009, 1.75371, 2.46738], [-0.13229, -2.79542, -2.08305], [-3.37396, -2.78991, -0.43373], [2.73160, 3.01736, 0.00162], [-3.65657, -1.52298, -1.79682]], "lowdin_charge": [-0.04, 0.19, 0.10, -0.01, 0.20, 0.01, -0.36, -0.47, -0.13, 0.06, 0.10, 0.07, 0.09, 0.19, 0.15, 0.16, 0.13, 0.18, 0.07, 0.09, 0.11, 0.12], "e_tot_ev": -12360.34179, "homo_lumo_gap_ev": 10.9, "homo_ha": -0.4967, "lumo_ha": -0.09586, "e_above_lowest_kcal_mol": 58.7, "total_charge": 1}


Record 5
{"formula": "C3H3NO2", "method": "the ωB97M-V functional and the def2-TZVPD basis", "species": ["O", "O", "N", "C", "C", "C", "H", "H", "H"], "coordinates": [[7.95615, 0.25277, -2.11981], [3.71984, -0.93539, -2.95876], [4.82312, -0.36747, -2.79371], [-2.43266, 1.39662, 2.21784], [-1.56207, 1.72477, 2.97974], [5.99000, -0.22516, -2.70918], [-14.53448, -5.18800, 0.33761], [-0.74968, 2.01138, 3.57089], [-3.21022, 1.33049, 1.47539]], "lowdin_charge": [-0.48, -0.20, -0.30, -0.01, -0.01, -0.01, -1.00, 0.00, 0.02], "e_tot_ev": -8732.65429, "homo_lumo_gap_ev": 2.5, "homo_ha": 0.0492, "lumo_ha": 0.13947, "e_above_lowest_kcal_mol": 99.0, "total_charge": -2}


Record 6
{"formula": "C21H16N4O3Zn", "method": "the ωB97M-V functional and the def2-TZVPD basis", "species": ["Zn", "O", "O", "O", "N", "N", "N", "N", "C", "C", "C", "C", "C", "C", "C", "C", "C", "C", "C", "C", "C", "C", "C", "C", "C", "C", "C", "C", "C", "H", "H", "H", "H", "H", "H", "H", "H", "H", "H", "H", "H", "H", "H", "H", "H"], "coordinates": [[0.71334, -0.85178, 0.35606], [-3.40593, -1.66264, 2.18517], [-1.03909, -1.45522, 0.63164], [2.30637, -1.27376, -0.61112], [-3.24470, 3.53258, 4.33273], [0.50781, 0.47936, 2.03984], [1.30369, 0.21580, -2.10821], [0.27956, 0.19437, -1.19639], [3.69203, 0.25615, -3.61153], [-0.87713, 0.68384, -1.42635], [-3.17975, -0.67621, 1.26270], [5.59917, -1.01044, -4.34743], [3.44536, -0.69272, -2.62254], [-2.00777, -0.57159, 0.46280], [-2.42727, 2.87809, 3.86125], [-4.15989, 0.29686, 1.21241], [-4.07351, 1.37458, 0.33694], [2.28267, -0.57289, -1.71006], [-3.00312, 1.45217, -0.52013], [5.35187, -1.96084, -3.36786], [-0.60577, 2.58237, 2.25110], [-1.96290, 0.51237, -0.47175], [-0.23520, 0.00800, 3.04597], [-2.87085, -2.97333, 2.03230], [-1.40578, 2.06914, 3.26725], [0.33841, 1.75404, 1.67675], [4.28184, -1.79982, -2.50298], [-1.19291, 0.76100, 3.69380], [4.77081, 0.09807, -4.46491], [4.07547, -2.52263, -1.72580], [6.44116, -1.12740, -5.01798], [-1.83921, -3.03395, 2.37475], [-0.72798, 3.60103, 1.91372], [3.03552, 1.11075, -3.69469], [-4.84894, 2.12830, 0.32664], [-3.49699, -3.61214, 2.65430], [-5.01188, 0.19309, 1.87280], [5.99417, -2.82786, -3.28154], [-1.06275, 1.22125, -2.35674], [0.97969, 2.11674, 0.88325], [-0.07105, -1.02512, 3.32137], [-2.92642, 2.26803, -1.23027], [-2.91708, -3.31601, 1.00032], [-1.77307, 0.33880, 4.50103], [4.96801, 0.83954, -5.22859]], "lowdin_charge": [0.80, -0.09, -0.18, -0.12, 0.18, 0.02, 0.08, -0.10, -0.03, -0.05, -0.22, -0.09, -0.15, -0.27, -0.16, -0.01, -0.09, -0.43, -0.07, -0.08, 0.02, -0.15, -0.10, -0.07, -0.20, -0.10, -0.02, 0.02, -0.08, 0.11, 0.10, 0.08, 0.13, 0.10, 0.10, 0.09, 0.12, 0.10, 0.14, 0.12, 0.13, 0.11, 0.10, 0.13, 0.10], "e_tot_ev": -82557.45937, "homo_lumo_gap_ev": 6.9, "homo_ha": -0.2874, "lumo_ha": -0.03519, "total_charge": 0}


Record 7
{"formula": "C7H13N", "method": "the ωB97M-V functional and the def2-TZVPD basis", "species": ["N", "C", "C", "C", "C", "C", "C", "C", "H", "H", "H", "H", "H", "H", "H", "H", "H", "H", "H", "H", "H"], "coordinates": [[-1.51107, 1.18627, -0.14389], [1.37723, 0.47959, -2.60465], [-0.72278, -0.78113, 1.10865], [1.43480, -0.32390, 1.13291], [0.89412, 0.43362, -0.06815], [1.30257, -0.24718, -1.30673], [-1.89055, -0.85448, 2.05577], [-0.56916, 0.28822, 0.20140], [-1.23657, 2.06539, -0.55229], [1.89052, -1.28876, 0.94116], [-2.49270, 0.96097, -0.16647], [1.18290, 1.49905, -0.09416], [-2.77123, -1.31315, 1.58664], [0.38788, 0.72244, -3.03493], [1.87819, 0.23516, 1.95341], [1.17411, -1.32443, -1.32475], [-0.31327, -1.73918, 0.83010], [1.89727, 1.43968, -2.48757], [-2.18053, 0.13451, 2.41760], [-1.63885, -1.47171, 2.92022], [1.90713, -0.10098, -3.36427]], "lowdin_charge": [0.14, -0.13, -0.14, 0.03, -0.42, -0.12, -0.10, -0.33, 0.10, 0.05, 0.10, 0.14, 0.07, 0.07, 0.06, 0.09, 0.10, 0.07, 0.07, 0.07, 0.06], "e_tot_ev": -8954.92586, "homo_lumo_gap_ev": [8.0, 6.8], "homo_ha": [-0.2581, -0.2147], "lumo_ha": [0.03493, 0.03546], "e_above_lowest_kcal_mol": 115.5, "total_charge": 0}


Record 8
{"formula": "C6H12O", "method": "the ωB97M-V functional and the def2-TZVPD basis", "species": ["O", "C", "C", "C", "C", "C", "C", "H", "H", "H", "H", "H", "H", "H", "H", "H", "H", "H", "H"], "coordinates": [[-0.41189, -1.51971, 1.12857], [1.34509, 0.65894, 0.68008], [-0.69831, -0.68109, -0.04118], [0.36411, 0.99654, -1.62039], [0.60395, -0.00060, -0.48710], [-1.81738, 0.24935, 0.38852], [0.51833, -2.41590, 0.97872], [-1.04588, -1.35796, -0.83073], [0.60200, -2.82662, 2.01612], [-2.65003, -0.32292, 0.80807], [2.37967, 0.87299, 0.39479], [-0.19659, 1.87190, -1.27063], [1.37678, 0.00690, 1.55697], [-1.47240, 0.95902, 1.14763], [1.32261, 1.35628, -2.00972], [-2.19208, 0.81518, -0.46992], [0.87528, 1.60226, 0.98154], [1.23298, -0.81570, -0.86224], [-0.18891, 0.54936, -2.45512]], "lowdin_charge": [-0.16, -0.06, -0.35, -0.07, -0.40, -0.03, 0.06, 0.15, 0.02, 0.09, 0.08, 0.08, 0.07, 0.09, 0.08, 0.08, 0.08, 0.12, 0.08], "e_tot_ev": -8461.26452, "homo_lumo_gap_ev": 9.3, "homo_ha": -0.3108, "lumo_ha": 0.03074, "e_above_lowest_kcal_mol": 71.2, "total_charge": 0}